Arrangement i

The following is a quantum chemistry calculation of a gas-phase ion, C4H13N3 (charge +2), from the OMol25 dataset.

Values from the calculation:
HOMO-LUMO gap   0.357 hartree
Lowest unoccupied orbital energy   -6.763 eV
SMILES string   N/C=C(\[NH3+])CC[NH3+]

The geometry in ORCA input format:
```
! wB97M-V def2-TZVPD RIJCOSX def2/J DEFGRID3
* xyz 2 1
N 1.50120 2.38488 -0.43577
C 1.17512 1.08932 -0.39614
C -0.08652 0.56691 -0.40613
N -1.22453 1.43820 -0.77555
C -0.33047 -0.92048 -0.44548
C -0.88552 -1.58309 0.88280
N 0.11950 -2.63910 1.35209
H 2.41879 2.73292 -0.27506
H 0.87213 3.11603 -0.74110
H 1.94169 0.38571 -0.09844
H -2.06838 1.02018 -0.38051
H -1.43349 1.50537 -1.77603
H -1.11159 2.35153 -0.33064
H 0.64864 -1.34420 -0.68149
H -1.05419 -1.27974 -1.18311
H -0.88522 -0.82399 1.66435
H -1.86518 -2.01323 0.70567
H 0.38032 -3.26089 0.58392
H 0.98896 -2.22832 1.65658
H -0.31038 -3.28266 2.02708
*
```



Arrangement ii

The following is a quantum chemistry calculation of a gas-phase ion, C4H13N3 (charge +2), from the OMol25 dataset.

Values from the calculation:
HOMO-LUMO gap   0.435 hartree
Lowest unoccupied orbital energy   -6.624 eV
SMILES string   N/C=[NH+]\CCC[NH3+]

The geometry in ORCA input format:
```
! wB97M-V def2-TZVPD RIJCOSX def2/J DEFGRID3
* xyz 2 1
N 0.32678 3.35937 -0.88416
C 1.18364 2.38189 -0.72844
N 0.85192 1.18003 -0.25260
C -0.50246 0.64197 -0.04596
C -0.41418 -0.60576 0.94827
C -0.23166 -1.72682 -0.21792
N -0.38855 -3.19817 0.60442
H 0.68365 4.35995 -1.09465
H -0.65700 3.29597 -0.59812
H 2.29100 2.65310 -1.08468
H 1.71790 0.79087 0.09382
H -1.07386 0.41616 -0.94362
H -0.98922 1.59602 0.45541
H 0.46387 -0.59546 1.69021
H -1.38613 -0.76823 1.47305
H 0.72724 -1.62237 -0.61379
H -1.05987 -1.79723 -0.99132
H -1.22023 -3.05680 1.16936
H -0.69481 -3.83799 -0.16798
H 0.37198 -3.46649 1.18871
*
```



How do the energies compare? Relative to the most stable structure, in hartree: arrangement i 0.0000; arrangement ii 0.0149.



Arrangement i

The following is a quantum chemistry calculation of 2 unconnected molecules or ions with the total composition CH6S2, from the OMol25 dataset.

Values from the calculation:
HOMO-LUMO gap   0.336 hartree
Lowest unoccupied orbital energy   0.174 eV
SMILES string   SS.C

The geometry in ORCA input format:
```
! wB97M-V def2-TZVPD RIJCOSX def2/J DEFGRID3
* xyz 0 1
S 0.15379 0.84343 -3.57648
S 0.47842 1.17390 -1.49073
H 1.28749 0.10760 -3.66083
H -0.78865 0.84028 -1.23274
C -0.24506 -0.52993 1.94247
H 0.70504 -1.02153 2.19400
H -0.67589 -1.21129 1.21086
H -0.06171 0.52128 1.78240
H -0.85343 -0.72373 2.83104
*
```



Arrangement ii

The following is a quantum chemistry calculation of 2 unconnected molecules or ions with the total composition CH6S2, from the OMol25 dataset.

Values from the calculation:
HOMO-LUMO gap   0.372 hartree
Lowest unoccupied orbital energy   0.822 eV
SMILES string   CS.S

The geometry in ORCA input format:
```
! wB97M-V def2-TZVPD RIJCOSX def2/J DEFGRID3
* xyz 0 1
C -1.31238 0.83316 0.03410
S -0.16337 0.68452 1.45065
H -1.73706 1.79021 0.04629
H -2.06611 0.07272 0.19160
H -0.79619 0.62265 -0.88380
H 0.69372 1.62024 1.02603
S 2.39226 -1.77619 -0.51457
H 1.72709 -2.55219 -1.36963
H 1.26205 -1.29515 0.01934
*
```



How do the energies compare? Relative to the most stable structure, in hartree: arrangement i 0.0073; arrangement ii 0.0000.



Arrangement i

The following is a quantum chemistry calculation of a single C4H3N molecule, from the OMol25 dataset.

Values from the calculation:
HOMO-LUMO gap   0.381 hartree
Lowest unoccupied orbital energy   0.299 eV
SMILES string   C#CC1=NC1

The geometry in ORCA input format:
```
! wB97M-V def2-TZVPD RIJCOSX def2/J DEFGRID3
* xyz 0 1
C 1.14915 2.16134 -0.81065
C 0.40154 1.27262 -0.48258
C -0.67109 0.28758 -0.19131
N -1.88158 -0.02487 -0.29993
C -0.97576 -1.08800 0.16164
H 2.01425 2.88364 -0.79161
H -0.71822 -1.73335 -0.60344
H -1.03533 -1.56821 1.24147
*
```



Arrangement ii

The following is a quantum chemistry calculation of a single C4H3N molecule, from the OMol25 dataset.

Values from the calculation:
HOMO-LUMO gap   0.387 hartree
Lowest unoccupied orbital energy   0.174 eV
SMILES string   CC#CC#N

The geometry in ORCA input format:
```
! wB97M-V def2-TZVPD RIJCOSX def2/J DEFGRID3
* xyz 0 1
C -1.14516 0.14709 -0.44996
C 0.16123 0.71745 -0.17178
C 1.34390 0.75600 0.11717
C 2.15764 -0.34286 0.38562
N 2.57058 -1.41474 0.55611
H -1.86851 0.34654 0.34380
H -0.90981 -0.93008 -0.42108
H -1.55453 0.37240 -1.43897
*
```



How do the energies compare? Relative to the most stable structure, in hartree: arrangement i 0.0535; arrangement ii 0.0000.



Arrangement i

The following is a quantum chemistry calculation of a single C4H3N molecule, from the OMol25 dataset.

Values from the calculation:
HOMO-LUMO gap   0.362 hartree
Lowest unoccupied orbital energy   1.099 eV
SMILES string   C1=CC12C=N2

The geometry in ORCA input format:
```
! wB97M-V def2-TZVPD RIJCOSX def2/J DEFGRID3
* xyz 0 1
C -1.13407 0.28853 -0.66498
C -1.04877 0.25706 0.65046
C 0.18288 0.00135 -0.11237
C 1.47975 -0.57742 -0.01941
N 1.51270 0.69435 -0.02105
H -1.75790 0.25824 -1.47607
H -1.40915 0.45629 1.55316
H 2.17456 -1.37841 0.09025
*
```



Arrangement ii

The following is a quantum chemistry calculation of a single C4H3N molecule, from the OMol25 dataset.

Values from the calculation:
HOMO-LUMO gap   0.318 hartree
Lowest unoccupied orbital energy   -0.129 eV
SMILES string   C#CC=C=N

The geometry in ORCA input format:
```
! wB97M-V def2-TZVPD RIJCOSX def2/J DEFGRID3
* xyz 0 1
C -1.25608 -0.60986 -0.18418
C -1.01359 0.58588 -0.15221
C 0.10542 1.52020 -0.07425
C 1.04055 0.56357 -0.01258
N 1.36530 -0.59541 -0.38106
H -1.47326 -1.65598 -0.21062
H 0.04094 2.55140 0.10798
H 1.39655 -1.34258 0.38793
*
```



How do the energies compare? Relative to the most stable structure, in hartree: arrangement i 0.0088; arrangement ii 0.0000.